{
  "formula": "C38H86N5O11PSi",
  "method": "ωB97M-V/def2-TZVPD",
  "smiles": "COCCCCCCCCCCCC[Si@@](CCCCOC)(COCOCCO)P(C)O.CN(C)C=O.CN(C)C=O.CN(C)C=O.CN(C)C=O.CN(C)C=O",
  "charge": 0,
  "multiplicity": 1,
  "homo_lumo_gap_ev": 7.9,
  "fmax_ev_per_a": 2.8,
  "homo_energy_ha": -0.27459,
  "e_lumo_ev": 0.4,
  "energy_ev": -87927.43711,
  "elements": ["C", "H", "C", "O", "C", "H", "H", "C", "C", "C", "H", "H", "H", "H", "H", "H", "H", "H", "H", "H", "H", "H", "C", "H", "H", "H", "O", "H", "N", "H", "C", "P", "C", "H", "H", "H", "H", "H", "C", "H", "C", "O", "C", "C", "H", "O", "O", "H", "O", "H", "H", "C", "C", "H", "H", "H", "N", "H", "H", "H", "H", "H", "H", "H", "H", "N", "C", "Si", "H", "H", "C", "H", "C", "C", "H", "C", "H", "H", "O", "H", "H", "H", "H", "C", "C", "H", "H", "C", "O", "H", "O", "C", "H", "H", "C", "H", "H", "H", "H", "N", "H", "H", "N", "H", "C", "H", "H", "H", "C", "H", "H", "H", "H", "H", "C", "H", "H", "H", "H", "H", "H", "H", "H", "C", "H", "C", "O", "C", "H", "H", "C", "C", "H", "H", "H", "C", "O", "C", "C", "C", "H", "C"],
  "xyz": [[0.8777, 0.1504, -0.3555], [-1.4290, 2.5785, -0.8860], [7.0362, -3.6799, -0.0487], [12.1097, 0.1849, 3.4257], [-3.4459, 1.7949, -1.8491], [-4.2806, 2.0812, -6.9699], [-4.5702, 2.0709, -1.5577], [8.8837, 0.5539, 1.4578], [-3.1247, 4.4847, 3.1766], [8.2558, -2.1098, 1.8667], [7.5689, -2.8717, 2.4764], [12.3533, 1.7614, 7.3592], [-6.3612, 5.5815, 3.3088], [13.7357, 0.8061, 4.4718], [8.5165, 2.7763, 1.9342], [9.3612, -2.5013, 1.9738], [-0.5123, -4.4753, -1.5838], [-2.7791, 4.3861, -4.4635], [8.5582, -0.4064, 3.5059], [-5.8055, -3.6710, 4.1580], [-2.3467, 5.1445, 3.5723], [9.1796, 0.1500, 0.4003], [12.6400, 0.7849, 4.3520], [-2.6757, -1.8720, 2.3997], [-3.3340, 3.6888, 3.8966], [-3.3587, 1.7062, -3.0187], [0.7358, -2.3238, 1.3800], [13.7599, 2.0483, 6.3027], [-4.3167, 5.2652, 2.9163], [6.9022, 1.8012, 1.9156], [-1.3842, 5.0724, -1.5701], [-0.2686, -1.1545, 0.5276], [5.3978, -3.5249, -0.0324], [6.9409, -1.3241, 0.1768], [-6.5673, 1.8309, -3.0284], [-7.6470, 0.5048, -3.5522], [-6.5333, 0.2717, -2.1722], [-3.4420, 3.5733, -8.3721], [7.9382, 1.9260, 1.3358], [-3.1692, -3.9597, -1.0454], [6.5462, 1.5422, -0.6356], [7.6994, 2.2764, -0.0798], [-2.1212, -0.6119, -2.1792], [-5.5451, 4.9132, 3.5969], [10.2122, 1.9978, 4.3564], [-6.6147, 2.3199, -0.2876], [-5.5338, -2.9277, -1.3325], [-5.8131, 3.8856, 3.3347], [-2.3403, 4.0947, -2.1545], [-10.2251, 1.6835, -1.3036], [12.4345, 3.2388, 6.3558], [-2.7942, 4.0869, -7.6563], [-4.2457, 6.3184, 2.0293], [-1.4536, 3.2678, -4.8607], [10.1314, 0.5275, 5.3550], [5.6288, 2.2844, -0.7811], [-8.1817, 1.4736, -1.7668], [-0.4836, 5.2657, -2.3028], [0.3742, -3.2517, 1.2466], [6.7739, 1.0176, -1.6760], [-8.1308, -5.4671, -2.6831], [6.1621, 0.7144, 0.1150], [5.6414, -3.1678, -2.3465], [0.1738, 1.0531, -0.6646], [-8.6191, 2.4427, 0.0154], [-2.8987, 3.4952, -6.3390], [7.7068, -2.2178, 0.2907], [-1.4231, -2.0789, -1.0954], [6.9550, -0.3351, 2.4882], [-9.7691, 0.1958, -2.1732], [-4.0327, -2.7258, 5.4348], [4.5861, -1.8380, -1.5031], [4.8370, -2.9881, -1.4853], [-0.4679, -3.4093, -2.1189], [-6.0588, -3.6898, 0.4752], [10.5290, 1.5454, 5.3009], [-4.7586, -2.7127, 6.3564], [7.3688, -4.0164, -1.1251], [-3.8615, 1.8759, -4.9934], [-7.6235, -6.5055, -0.4105], [-1.2608, 0.1516, -2.4798], [4.9619, -4.6088, 0.2102], [-1.9416, 6.0861, -1.3337], [1.0418, -2.9703, -2.5828], [-7.8365, -5.4634, -0.1550], [1.6694, -3.8820, -0.5120], [-3.9235, -2.3156, -0.4819], [-7.3738, -4.7035, -2.4846], [-3.8513, -3.6339, 3.1052], [9.9056, 0.8853, 1.9775], [-3.2424, 6.6692, 1.4214], [-7.7765, 2.1146, -0.6154], [3.5382, -3.9470, -3.1099], [-7.5417, -5.2808, 0.8820], [-2.1082, 4.0488, -5.2592], [7.4196, -4.4343, 0.7837], [-3.0887, 5.1386, -7.5962], [-5.3851, 4.9869, 4.6766], [-6.4443, -4.9631, -3.0002], [11.9758, 1.4885, 5.3342], [-3.2263, -3.6028, 5.4981], [5.0089, -2.7710, 0.7789], [-7.1115, -4.6006, -1.0639], [-4.2207, -0.2468, -1.1842], [3.5277, -3.9249, -1.9364], [-1.5053, 4.8893, -5.6136], [-2.6706, -1.0816, -3.1009], [-4.4183, -2.1782, 1.6364], [12.6779, 2.1733, 6.3992], [-5.2207, -1.9523, 3.6501], [3.6279, -5.0020, -1.4837], [-3.0674, 3.3950, -0.2352], [1.6736, 0.5791, 0.4161], [1.0995, -1.9041, -3.0631], [-3.1563, 0.2758, -1.2147], [-1.0932, -3.5562, -3.1252], [-5.2071, 6.8435, 1.9049], [-0.9540, 4.6850, -0.5331], [10.1464, 2.1352, 6.1384], [-2.4896, -1.6974, 4.6473], [-2.7831, 0.3406, -0.1043], [1.3613, -3.7326, -3.4441], [-1.7567, 4.0149, -7.9954], [-7.1776, 0.9880, -2.6909], [-2.7726, 4.0486, 2.2370], [-6.1805, -3.6855, -0.6205], [-3.2999, -1.4608, 5.2201], [-9.5797, 1.2694, -2.0831], [1.3578, -0.2670, -1.3384], [-8.9079, -5.2705, -0.2628], [8.1182, -0.5616, 2.4076], [-4.8463, -3.0157, 4.0023], [-9.8032, 1.7627, -3.0335], [-7.7224, -3.7342, -2.8533], [8.5695, -2.0142, -0.4780], [-3.4422, -2.6980, 2.0283], [-2.7554, -3.5055, 1.0086], [-2.9875, -3.0061, -0.3553], [-3.7258, 2.4228, -6.0804], [2.1581, -3.2134, -1.3714], [2.3615, -2.1512, -0.8886], [-2.5078, 2.9661, -1.1808]],
  "lowdin_charge": [-0.3345, 0.1061, -0.2145, 0.0008, -0.1509, 0.1281, 0.0917, -0.1535, -0.0461, -0.2041, 0.1118, 0.0887, 0.0829, 0.1291, 0.1248, 0.1150, 0.0995, 0.0847, 0.1036, 0.1240, 0.0930, 0.1130, -0.3219, 0.1290, 0.0895, 0.0862, -0.4315, 0.0843, -0.2061, 0.1224, -0.1179, 0.7656, -0.2159, 0.0870, 0.0919, 0.0900, 0.0850, 0.0823, -0.2136, 0.1168, -0.1282, -0.2608, -0.2676, -0.0670, 0.0836, -0.0029, -0.0290, 0.0897, -0.2848, 0.0827, 0.0889, -0.0687, -0.3254, 0.0969, 0.0871, 0.1022, -0.2042, 0.0942, 0.0474, 0.1078, 0.0882, 0.0778, 0.1076, 0.0265, 0.1268, -0.2027, -0.2169, 0.4598, 0.1060, 0.0864, -0.1933, 0.1079, -0.2097, -0.3204, 0.1346, -0.0501, 0.1274, 0.1055, -0.0115, 0.0906, 0.0857, 0.1111, 0.0997, -0.2536, -0.0616, 0.1064, 0.0588, -0.0478, -0.1767, 0.0978, -0.0045, -0.3210, 0.1010, 0.0859, -0.0470, 0.1114, 0.0887, 0.0870, 0.0944, -0.2083, 0.1373, 0.1154, -0.2011, 0.0953, -0.1997, 0.0898, 0.0950, 0.1381, -0.0676, 0.1340, 0.1063, 0.1282, 0.0630, 0.1050, -0.2336, 0.0899, 0.1280, 0.0964, 0.0893, 0.1090, 0.0901, 0.1028, 0.0883, -0.0395, 0.0786, -0.2952, -0.1520, -0.0691, 0.0236, 0.0888, -0.2145, -0.1811, 0.0885, 0.0908, 0.1068, -0.2047, -0.2206, -0.2836, -0.3076, -0.2113, 0.0831, -0.1864]
}